Entry from the OMol25 dataset: a structure of composition C31H52BrN5P2Pb at a distorted geometry (ωB97M-V/def2-TZVPD).

Last column: Löwdin charge in e.
Element x y z (Å)
N: -4.98927 -1.03121 2.87129  0.06
C: -4.25486 -0.03426 3.36788  -0.15
C: -3.85624 1.06501 2.60080  -0.03
C: -4.28681 1.17133 1.24956  -0.21
C: -4.98832 0.05319 0.72805  -0.01
C: -5.34084 -0.99002 1.59144  -0.15
C: -3.92626 2.30222 0.39957  -0.04
Pb: 0.07733 -0.09717 -0.10466  1.06
P: 2.24670 0.70509 -1.68477  0.81
C: -3.86778 2.21073 -0.96668  -0.04
C: -2.78081 2.75023 -1.76859  -0.22
C: -2.61768 2.41123 -3.15216  -0.01
C: -1.47545 2.81868 -3.84671  -0.11
C: -0.50353 3.57662 -3.18710  -0.61
C: -0.64075 3.95085 -1.85227  -0.11
C: -1.78272 3.54066 -1.14730  -0.03
Br: 1.06542 4.12193 -4.19042  0.88
H: -3.55290 3.20269 0.91006  0.12
H: -4.58126 1.58380 -1.52621  0.12
H: -3.20566 1.81968 3.04466  0.10
H: -5.25592 -0.00046 -0.32672  0.10
H: -4.00502 -0.08167 4.42807  0.11
H: -5.96600 -1.80227 1.20576  0.12
H: -3.39854 1.84057 -3.66854  0.12
H: -1.92135 3.82464 -0.10304  0.11
H: -1.32667 2.58029 -4.90070  0.11
H: 0.12711 4.57355 -1.38134  0.11
P: -0.83187 -2.82132 -0.64110  0.82
C: 2.85489 2.30635 -0.98388  -0.39
C: 3.51294 3.28312 -1.94785  -0.15
H: 3.52146 2.08539 -0.13844  0.08
H: 1.97504 2.80591 -0.54708  0.06
H: 3.85780 4.17938 -1.41619  0.10
H: 4.36313 2.87563 -2.50331  0.07
H: 2.77057 3.63511 -2.67841  -0.05
C: 1.76696 0.94352 -3.43131  -0.42
C: 2.82154 0.94125 -4.54183  -0.12
H: 1.26533 1.91946 -3.46276  -0.04
H: 0.97553 0.21935 -3.67287  0.08
H: 2.33622 1.20978 -5.49055  0.09
H: 3.62269 1.67032 -4.37937  0.07
H: 3.27364 -0.04759 -4.68147  0.08
C: 3.60931 -0.50797 -1.75209  -0.40
C: 5.00431 0.09787 -1.88093  -0.12
H: 3.40316 -1.19590 -2.58346  0.09
H: 3.54251 -1.10744 -0.83187  0.06
H: 5.74865 -0.70405 -1.84782  0.09
H: 5.14593 0.63189 -2.82479  0.07
H: 5.22009 0.78294 -1.05665  0.07
C: 0.16980 -4.19755 0.04252  -0.40
C: 1.67781 -4.03571 -0.14091  -0.14
H: -0.18371 -5.11905 -0.44337  0.10
H: -0.08368 -4.28008 1.11076  0.08
H: 2.19498 -4.90670 0.28344  0.09
H: 1.97021 -3.96331 -1.19414  0.07
H: 2.07127 -3.15076 0.38531  0.04
C: -0.71869 -3.09532 -2.46810  -0.40
C: -1.55284 -2.12156 -3.29968  -0.14
H: -1.03909 -4.13421 -2.63514  0.10
H: 0.34735 -3.03088 -2.74072  0.08
H: -1.41958 -2.35218 -4.36693  0.09
H: -2.62507 -2.20244 -3.07589  0.07
H: -1.24980 -1.07085 -3.15615  0.05
C: -2.56159 -3.31700 -0.27820  -0.38
C: -2.88297 -3.45829 1.20858  -0.14
H: -2.76691 -4.26608 -0.81212  0.11
H: -3.21280 -2.54629 -0.73149  0.08
H: -3.93966 -3.71878 1.33797  0.09
H: -2.28265 -4.23290 1.69673  0.07
H: -2.73268 -2.51218 1.74136  0.05
C: 0.55495 1.43304 2.84365  -0.17
N: 0.75467 0.03739 2.27293  -0.27
C: -0.07323 -0.89160 3.14167  -0.18
N: 0.35428 -0.84430 4.54969  -0.07
C: 0.20202 0.54924 5.05819  -0.13
N: 0.99785 1.51634 4.24763  -0.07
C: 2.42654 1.11073 4.32384  -0.14
N: 2.64151 -0.27114 3.82922  -0.08
C: 2.21066 -0.34982 2.42993  -0.18
C: 1.80100 -1.18679 4.64257  -0.13
H: -0.51552 1.67841 2.78093  0.12
H: 1.12641 2.15076 2.23725  0.12
H: 0.03088 -1.91644 2.75373  0.12
H: -1.12627 -0.57935 3.06712  0.11
H: 0.57787 0.57075 6.09593  0.14
H: -0.86096 0.83181 5.02411  0.13
H: 3.02027 1.80867 3.70911  0.13
H: 2.74618 1.15799 5.37096  0.14
H: 2.33799 -1.37683 2.06217  0.11
H: 2.81690 0.32987 1.81716  0.12
H: 2.10339 -1.09420 5.69410  0.14
H: 1.94112 -2.22133 4.28836  0.13

Results
Charge ... +2
Orbital gap ... 5.9 eV
Energy above the lowest of the compared OMol25 structures with the same formula, charge and spin ... 0.0 kJ/mol
Lowest unoccupied orbital energy ... -6.80 eV
E_HOMO ... -12.7 eV



Entry from the OMol25 dataset: a structure of composition C31H53AuBN6O3 at a distorted geometry (ωB97M-V/def2-TZVPD).

Last column: Löwdin charge in e.
Element x y z (Å)
Au: 1.62658 -0.21270 -0.38262  1.16
C: 0.80996 -0.37518 -4.18052  -0.05
C: 0.48145 1.07671 -3.80622  -0.37
C: 0.05802 1.87082 -5.03730  -0.07
C: -0.57180 1.11699 -2.73036  -0.27
C: -1.94057 1.35067 -2.85246  0.03
C: -2.48080 1.14465 -1.59248  -0.16
C: -3.96597 1.32814 -1.31173  -0.33
C: -4.76461 0.48342 -2.31807  -0.06
C: -4.51485 1.06687 0.08938  -0.06
N: -1.45149 0.78985 -0.77450  0.05
N: -0.28209 0.78899 -1.47759  0.04
B: -1.36700 0.18812 0.66851  -0.45
N: -0.26997 0.91708 1.53990  0.07
N: 0.99720 0.40113 1.55396  -0.01
C: 1.70449 1.00159 2.50828  -0.25
C: 0.86979 1.90615 3.16026  0.06
C: -0.36929 1.82030 2.53343  -0.18
C: -1.59677 2.62180 2.87668  -0.34
C: -2.15270 3.37016 1.65907  -0.04
C: -2.66228 1.79680 3.61011  -0.04
C: 3.12221 0.58893 2.78491  -0.38
C: 3.81960 1.58097 3.70583  -0.07
C: 3.15334 -0.83090 3.36341  -0.05
N: -0.96232 -1.32605 0.57608  0.07
N: 0.20907 -1.71395 0.00181  -0.02
C: 0.29413 -3.03962 0.00374  -0.25
C: -0.87250 -3.54361 0.58210  0.06
C: -1.63473 -2.43976 0.93976  -0.18
C: -2.98698 -2.43930 1.59560  -0.36
C: -4.03975 -3.00998 0.63879  -0.05
C: -2.94411 -3.22827 2.90695  -0.05
C: 1.48770 -3.75197 -0.55980  -0.38
C: 1.09318 -4.57698 -1.78702  -0.05
C: 2.15842 -4.62018 0.50668  -0.05
H: 1.55513 -0.41414 -4.98010  0.09
H: -0.09602 -0.87685 -4.53041  0.09
H: 1.19555 -0.93659 -3.32683  0.05
H: 1.40082 1.53317 -3.41186  0.09
H: -0.81316 1.40564 -5.50721  0.09
H: 0.86150 1.88779 -5.77645  0.08
H: -0.20122 2.90154 -4.78535  0.09
H: -2.47805 1.65303 -3.73897  0.12
H: -4.16462 2.37895 -1.53940  0.14
H: -4.56255 -0.58099 -2.16218  0.08
H: -4.51870 0.72461 -3.35217  0.07
H: -5.83465 0.65087 -2.17764  0.08
H: -4.40460 0.01902 0.37287  0.07
H: -5.58305 1.29297 0.08065  0.09
H: -4.05587 1.68867 0.85570  0.05
H: -2.40644 0.27326 1.22119  0.08
H: 1.11392 2.53798 4.00071  0.12
H: -1.23474 3.37061 3.58061  0.13
H: -2.43315 2.68481 0.85722  0.04
H: -1.40962 4.06383 1.25710  0.09
H: -3.03720 3.94537 1.94192  0.09
H: -3.03665 0.97576 2.99569  0.06
H: -3.50820 2.43544 3.87313  0.09
H: -2.25832 1.37203 4.53154  0.09
H: 3.65485 0.56424 1.82926  0.10
H: 3.35356 1.57843 4.69477  0.09
H: 3.77729 2.60033 3.31277  0.08
H: 4.86786 1.30594 3.83267  0.09
H: 2.61911 -0.85783 4.31639  0.09
H: 4.18306 -1.15197 3.53821  0.09
H: 2.67589 -1.54192 2.68674  0.06
H: -1.13054 -4.58369 0.72573  0.13
H: -3.25495 -1.41038 1.83027  0.10
H: -3.82811 -4.05989 0.41747  0.09
H: -4.05711 -2.46451 -0.30854  0.07
H: -5.03426 -2.95134 1.08785  0.09
H: -2.71565 -4.28158 2.72146  0.08
H: -3.91386 -3.17803 3.40646  0.09
H: -2.18655 -2.83037 3.58563  0.09
H: 2.20050 -2.98390 -0.87808  0.11
H: 0.38395 -5.36036 -1.50801  0.09
H: 1.97308 -5.05623 -2.22252  0.09
H: 0.62545 -3.95301 -2.55248  0.08
H: 1.47863 -5.40800 0.84100  0.09
H: 2.44708 -4.03001 1.37985  0.07
H: 3.05423 -5.09638 0.10168  0.09
C: 4.09360 2.79421 -2.72282  0.01
C: 3.94289 2.04137 -1.42418  -0.45
C: 4.89122 2.38876 -0.30837  0.02
O: 2.66085 2.00705 -0.94991  -0.01
C: 4.38046 0.30435 -1.87286  -0.49
O: 5.53167 0.32645 -2.20985  0.21
O: 3.43995 -0.47104 -1.76263  0.00
H: 3.72173 3.81009 -2.56827  0.12
H: 3.52568 2.33079 -3.53314  0.10
H: 5.14046 2.83362 -3.01539  0.11
H: 4.69556 3.42752 -0.03345  0.12
H: 5.92093 2.27807 -0.63649  0.10
H: 4.72084 1.76646 0.56953  0.08
H: 2.01600 2.22433 -1.64513  0.10

Results
2S+1 ... 3
Charge ... +1
Orbital gap (spin up / spin down) ... 9.3 / 5.5 eV
Energy above the lowest of the compared OMol25 structures with the same formula, charge and spin ... 0.0 kJ/mol
Lowest unoccupied orbital energy (spin up / spin down) ... -2.10 / -5.91 eV
E_HOMO (spin up / spin down) ... -11.4 / -11.4 eV



| no. | total energy (hartree) | molar mass (g mol⁻¹) |
| --- | --- | --- |
| 1 | -4935.215798 | 843.84 |
| 2 | -1927.646951 | 765.58 |